Entry from the OMol25 dataset: 12 unconnected molecules or ions with the total composition C31H86O12 at a distorted geometry (ωB97M-V/def2-TZVPD).

XYZ file:
```
129
Properties=species:S:1:pos:R:3:mulliken_charge:R:1
C -2.00963 -4.48999 2.84378 -1.21
C -3.01843 -4.45873 1.68084 0.61
C -4.40864 -4.19425 2.22651 -1.38
O -2.67445 -3.41026 0.80550 -0.41
H -1.07086 -4.96836 2.54374 0.32
H -2.31298 -5.17472 3.64465 0.49
H -1.86518 -3.48969 3.24746 0.14
H -2.97492 -5.41996 1.14970 0.30
H -4.54245 -3.19420 2.63377 0.13
H -4.64619 -4.89727 3.03076 0.44
H -5.16328 -4.44790 1.47643 0.36
H -1.78757 -3.55806 0.44004 0.21
C 4.31604 0.91614 -3.97342 -1.25
C 3.69431 -0.40917 -3.55848 0.77
C 4.69990 -1.54411 -3.63379 -1.36
O 3.13074 -0.28334 -2.26450 -0.09
H 4.77212 0.95516 -4.96478 0.42
H 5.15150 1.08306 -3.27855 0.33
H 3.69408 1.80822 -3.89090 0.07
H 2.83660 -0.57574 -4.21756 0.11
H 5.45725 -1.44534 -2.85209 0.29
H 5.29508 -1.59042 -4.54794 0.46
H 4.15696 -2.48882 -3.57577 0.23
H 3.76498 -0.46159 -1.55448 -0.18
C -5.70418 0.57792 3.35231 -1.39
C -4.37043 0.36833 4.08303 0.36
C -3.19437 -0.06765 3.24697 -0.13
O -3.95407 1.69275 4.52374 -0.57
H -6.38286 1.18217 3.95116 0.38
H -6.16488 -0.38218 3.10523 0.37
H -5.55562 1.09888 2.40438 0.22
H -4.52105 -0.29382 4.94018 0.44
H -3.32080 -1.00460 2.68836 0.13
H -2.31450 -0.31985 3.84498 0.11
H -2.90923 0.69053 2.52038 -0.20
H -4.32029 1.89391 5.39127 0.25
C 0.73646 -3.82105 -2.66071 -0.91
C -0.40287 -4.05660 -1.68050 1.15
C -0.71452 -5.56073 -1.66717 -1.54
O 0.05950 -3.75544 -0.35782 -0.69
H 1.22457 -2.85456 -2.49026 -0.05
H 0.35523 -3.77044 -3.68421 0.30
H 1.53275 -4.56247 -2.59062 0.42
H -1.26010 -3.44338 -1.97387 -0.01
H -1.63711 -5.78935 -1.13695 0.28
H 0.13280 -6.12437 -1.27883 0.38
H -0.77923 -5.90534 -2.70390 0.40
H 0.43466 -2.85961 -0.37516 -0.05
C 1.91842 -2.39513 3.46589 -1.36
C 1.70009 -0.88447 3.61766 1.23
C 2.71047 -0.28307 4.59166 -1.42
O 1.91052 -0.24299 2.36682 0.34
H 2.98389 -2.60861 3.56804 0.30
H 1.58509 -2.82014 2.51413 0.16
H 1.36594 -3.01794 4.17619 0.40
H 0.68145 -0.66809 3.96238 -0.08
H 3.62113 -0.01114 4.05449 0.26
H 2.93190 -1.01977 5.36253 0.41
H 2.35030 0.64813 5.02973 0.36
H 1.28460 -0.54283 1.69638 -0.44
C -0.61561 3.11432 3.32051 -0.51
C -1.78047 4.09729 3.22430 0.68
C -1.57879 5.34484 2.38901 -1.44
O -2.89266 3.41338 2.63262 -0.53
H -0.84591 2.36345 4.07753 0.34
H 0.33745 3.62076 3.50649 0.35
H -0.40938 2.53826 2.41243 -0.27
H -2.07720 4.38199 4.24160 0.18
H -0.90835 6.07285 2.85444 0.39
H -2.51614 5.87415 2.22832 0.38
H -1.15415 5.08913 1.41566 0.22
H -3.26659 2.78354 3.28474 0.26
C 0.30091 3.07639 -3.13036 -0.78
C 0.57351 4.52964 -2.84058 0.70
C 1.53213 5.15644 -3.85964 -1.38
O -0.64523 5.27272 -2.90000 -0.58
H -0.08738 2.87808 -4.13990 0.38
H -0.56040 2.72057 -2.55505 0.18
H 1.15484 2.41096 -2.98994 0.16
H 0.95832 4.57924 -1.82178 -0.08
H 1.07560 5.13851 -4.85822 0.34
H 2.44803 4.57602 -3.98761 0.31
H 1.67924 6.22203 -3.69241 0.35
H -1.04133 5.11509 -3.76327 0.38
C -1.03973 -0.67832 -4.09293 0.70
C -0.57795 -1.33780 -5.38422 -0.71
O -1.68183 -2.06244 -5.94744 -0.59
H -1.26784 -1.41254 -3.30842 -0.33
H -1.94045 -0.09120 -4.22245 0.08
H -0.23511 -0.14125 -3.57529 -0.23
H 0.25068 -2.04333 -5.29342 0.24
H -0.30923 -0.57360 -6.11379 0.42
H -1.79550 -2.87253 -5.44228 0.31
C 5.90632 -1.74207 0.43835 -1.48
C 4.58755 -1.32835 1.09554 0.37
O 4.18677 -0.06469 0.59081 -0.45
H 5.83272 -2.07575 -0.59668 0.25
H 6.27890 -2.60850 0.99682 0.41
H 6.68497 -0.98377 0.52896 0.35
H 4.76676 -1.33968 2.17022 0.42
H 3.87399 -2.09478 0.77114 -0.08
H 3.68046 0.34392 1.30690 0.05
C -3.89150 1.49956 -1.65461 -0.45
C -4.17801 0.86986 -2.99391 -0.21
O -5.57183 0.67016 -3.16047 -0.60
H -4.24873 2.52397 -1.54922 0.39
H -2.80679 1.53165 -1.49777 -0.11
H -4.32557 0.93024 -0.83008 0.22
H -3.69857 -0.11315 -3.09409 0.22
H -3.86426 1.47209 -3.84909 0.29
H -5.96872 0.04561 -2.55373 0.32
C -1.35916 -0.45658 0.04036 -0.50
C -0.01301 0.16531 -0.36075 1.13
O 0.92747 -0.89993 -0.46111 0.97
H -1.89667 -0.79074 -0.84930 -0.19
H -2.04026 0.21293 0.56085 0.02
H -1.14439 -1.30244 0.69378 0.25
H 0.24788 0.84812 0.45866 -0.61
H -0.00056 0.67314 -1.32745 -0.37
H 1.69832 -0.56460 -0.94550 -0.16
C 2.88789 3.23552 0.77367 -0.23
C 3.07045 3.81085 2.16230 -0.10
O 4.47779 4.02210 2.37075 -0.56
H 3.74036 2.63183 0.45960 0.21
H 2.69861 4.01407 0.03607 0.41
H 2.08533 2.49066 0.76842 -0.33
H 2.71623 3.07174 2.89245 -0.02
H 2.46806 4.70449 2.34655 0.35
H 4.59911 4.09289 3.32411 0.31
```

Summary:
* molar mass: 651.0 g/mol
* relative energy (zero: lowest compared OMol25 entry of this formula, charge and spin): 1.6269 eV
* LUMO level: 0.50 eV
* HOMO: -9.56 eV
* SMILES: CC(C)O.CC(C)O.CC(C)O.CC(C)O.CC(C)O.CC(C)O.CC(C)O.CCO.CCO.CCO.CCO.CCO
* orbital gap: 10.1 eV